Entry 1:
Computed, not measured: a molecular structure, C36H34PReSbSe2 at a distorted geometry, with ωB97M-V/def2-TZVPD.

The geometry in XYZ format:
```
75
Properties=species:S:1:pos:R:3:mulliken_charge:R:1
Re -0.0741 0.2917 -0.3411 0.52
Se -0.6714 2.5478 -1.1423 -0.33
P 1.3945 2.5461 -1.9437 0.56
Se 2.2227 0.6845 -1.0138 -0.11
C 2.3424 3.9498 -1.4346 0.81
C 1.7569 5.0089 -0.7422 -0.60
C 2.5486 6.0862 -0.3673 -0.65
C 3.9033 6.0902 -0.6719 -0.49
C 4.4834 5.0236 -1.3548 -0.74
C 3.7081 3.9453 -1.7398 -0.19
C 1.4186 2.3818 -3.7113 0.98
C 0.9531 1.2111 -4.3209 -0.43
C 0.9584 1.1216 -5.7019 -0.79
C 1.4247 2.1898 -6.4667 -0.45
C 1.8844 3.3468 -5.8578 -0.80
C 1.8829 3.4520 -4.4736 -0.38
H 0.6988 5.0062 -0.5143 0.26
H 2.1046 6.9245 0.1542 0.42
H 4.5171 6.9364 -0.3796 0.41
H 5.5395 5.0406 -1.5958 0.42
H 4.1563 3.1189 -2.2847 0.43
H 0.5946 0.3821 -3.7301 0.35
H 0.5977 0.2214 -6.1865 0.43
H 1.4289 2.1151 -7.5489 0.40
H 2.2390 4.1739 -6.4580 0.42
H 2.2324 4.3593 -3.9985 0.40
C -1.0233 -4.9372 -1.8934 -1.45
C -1.7319 -3.6037 -2.1744 1.98
C -3.1844 -3.6611 -1.6668 -1.63
C -1.7094 -3.3060 -3.6920 -1.60
C -1.0489 -2.4922 -1.4905 0.62
C -0.5092 -1.5142 -0.9813 -0.88
H -1.5188 -5.7267 -2.4651 0.42
H -1.0767 -5.1940 -0.8345 0.30
H 0.0265 -4.9005 -2.1959 0.39
H -3.7168 -4.4531 -2.1989 0.46
H -3.7048 -2.7163 -1.8502 0.32
H -3.2186 -3.8854 -0.5970 0.34
H -2.2816 -4.0800 -4.2124 0.42
H -0.6860 -3.3154 -4.0766 0.37
H -2.1620 -2.3351 -3.9123 0.37
C 1.1549 0.4299 6.8349 -0.53
C -0.0948 0.7531 6.3177 -0.76
C -0.3763 0.5244 4.9761 -0.11
C 0.6178 -0.0346 4.1813 0.59
C 1.8747 -0.3684 4.6808 -0.85
C 2.1366 -0.1292 6.0222 -0.54
Sb 0.1207 -0.6204 2.2326 1.45
C -1.7212 0.3433 1.7685 -0.81
C -2.6446 -0.2845 0.9087 0.14
C -3.7413 0.4342 0.4205 -0.71
C -3.9214 1.7558 0.7892 -0.55
C -3.0069 2.3866 1.6385 -0.80
C -1.9004 1.7010 2.1045 -0.13
C -0.2108 -2.6794 2.4428 0.40
C -1.0972 -3.1336 3.4227 -0.40
C -1.2364 -4.5019 3.6292 -0.75
C -0.4727 -5.3960 2.8865 -0.44
C 0.4200 -4.9346 1.9250 -0.67
C 0.5486 -3.5714 1.6900 -0.50
H 1.3649 0.6119 7.8818 0.41
H -0.8582 1.1820 6.9571 0.42
H -1.3542 0.7659 4.5834 0.42
H 2.6411 -0.8082 4.0517 0.39
H 3.1087 -0.3829 6.4316 0.42
H -2.5348 -1.3310 0.6635 0.65
H -4.4636 -0.0570 -0.2243 0.49
H -4.7858 2.3037 0.4262 0.43
H -3.1606 3.4203 1.9287 0.45
H -1.1861 2.2095 2.7402 0.55
H -1.6683 -2.4365 4.0297 0.40
H -1.9292 -4.8674 4.3806 0.44
H -0.5704 -6.4619 3.0631 0.42
H 1.0175 -5.6387 1.3558 0.46
H 1.2302 -3.2187 0.9264 0.40
```

Properties
orbital gap (alpha / beta): 6.488 / 6.719 eV
LUMO level (alpha / beta): -7.12 / -7.38 eV
total charge: +2
energy relative to the best compared isomer or geometry (same formula, charge and spin): 0.000 eV
multiplicity: 4

---

Entry 2:
Computed, not measured: 4 unconnected molecules or ions with the total composition C36H35Cl2FN4O10, with ωB97M-V/def2-TZVPD.

The geometry in XYZ format:
```
88
Properties=species:S:1:pos:R:3:mulliken_charge:R:1
C 5.7397 -2.3516 -4.0488 -1.20
C 5.2249 -1.3941 -5.1502 -1.21
C 3.7287 -1.5740 -5.3261 1.58
C 3.2767 -2.8077 -5.8133 -0.80
C 1.9297 -3.0868 -5.9807 -0.42
C 1.4684 -4.4349 -6.4803 -0.07
F 2.4882 -4.9976 -7.2489 -0.40
C 1.1292 -5.3797 -5.3300 -0.49
C 2.2526 -5.5441 -4.3073 -1.09
C 1.0302 -2.0954 -5.6414 0.22
C 1.4613 -0.8571 -5.1852 0.51
C 2.8054 -0.5701 -5.0112 -0.10
C 3.2366 0.7764 -4.4500 -0.75
C 3.8710 0.5695 -3.0883 0.45
O 4.9342 0.9988 -2.7554 -0.56
O 3.1040 -0.1672 -2.2096 -0.44
C 0.2484 -0.0118 -4.9504 -0.24
O 0.1447 1.1733 -4.8016 -0.59
N -0.8566 -0.9210 -4.9259 0.20
C -1.4958 -1.0007 -3.6174 -0.44
Cl -2.9110 -2.0686 -3.6490 -0.14
C -0.5472 -1.3785 -2.4796 0.45
C -1.1727 -1.0920 -1.1108 -1.82
Cl -0.0450 -3.0932 -2.5450 -0.16
C -0.4668 -2.0921 -5.6577 -0.05
O -1.2087 -2.8422 -6.2250 -0.53
H 4.9611 -2.4768 -3.2934 0.30
H 6.6621 -1.9958 -3.5985 0.40
H 5.8774 -3.3418 -4.4857 0.37
H 5.4538 -0.3680 -4.8745 0.41
H 5.6665 -1.6493 -6.1146 0.56
H 4.0042 -3.5681 -6.0672 0.60
H 0.5746 -4.3053 -7.0905 0.50
H 0.2602 -4.9571 -4.8182 0.30
H 0.8793 -6.3545 -5.7504 0.44
H 2.4488 -4.6209 -3.7607 0.14
H 1.9795 -6.3055 -3.5744 0.42
H 3.1747 -5.8874 -4.7810 0.34
H 2.3216 1.3389 -4.2598 0.36
H 3.9146 1.3054 -5.1130 0.42
H 3.0065 -1.0716 -2.5371 0.31
H -1.8802 -0.0065 -3.3918 0.62
H 0.3699 -0.7886 -2.5318 0.37
H -1.8866 -1.8527 -0.8259 0.42
H -0.3544 -1.0175 -0.3987 0.47
H -1.6356 -0.1006 -1.1346 0.38
O -1.1637 -2.6273 1.1941 -0.62
N -2.0136 -3.0128 1.9771 1.03
O -2.5717 -4.0880 1.9080 -0.62
C -2.3936 -2.1054 3.0688 0.01
C -1.7977 -0.8588 3.1404 -0.44
C -2.1717 0.0001 4.1606 -0.27
C -3.1251 -0.3911 5.0925 -0.38
C -3.7064 -1.6495 5.0038 -0.73
C -3.3426 -2.5179 3.9869 -0.39
H -1.0564 -0.5616 2.4136 0.49
H -1.7209 0.9803 4.2284 0.39
H -3.4076 0.2724 5.8886 0.62
H -4.4491 -1.9527 5.7290 0.40
H -3.7908 -3.4972 3.9103 0.48
O -4.1468 2.5431 7.3896 -0.59
N -4.7117 2.4819 6.3189 1.07
O -5.1849 1.4607 5.8515 -0.63
C -4.8282 3.7128 5.5255 0.32
C -4.2799 4.8812 6.0170 -0.27
C -4.3786 6.0325 5.2536 -0.51
C -5.0166 6.0013 4.0202 -0.50
C -5.5673 4.8172 3.5477 -0.42
C -5.4749 3.6598 4.3044 -0.48
H -3.7845 4.8997 6.9749 0.39
H -3.9539 6.9565 5.6217 0.40
H -5.0855 6.9030 3.4257 0.39
H -6.0672 4.7937 2.5892 0.38
H -5.8972 2.7327 3.9468 0.45
O -0.7055 1.9675 6.4082 -0.59
N -0.6509 3.0903 5.9530 0.99
O -1.6126 3.8227 5.8109 -0.53
C 0.6650 3.5988 5.5355 0.16
C 1.7671 2.7716 5.6510 -0.41
C 3.0007 3.2469 5.2364 -0.45
C 3.1151 4.5311 4.7205 -0.46
C 1.9963 5.3482 4.6210 -0.51
C 0.7573 4.8826 5.0300 -0.25
H 1.6666 1.7747 6.0535 0.46
H 3.8730 2.6128 5.3137 0.38
H 4.0796 4.8961 4.3933 0.38
H 2.0882 6.3485 4.2209 0.37
H -0.1198 5.5078 4.9541 0.47
```

Properties
orbital gap: 8.947 eV
LUMO level: -0.80 eV
multiplicity: 1
SMILES string: CCc1cc([C@@H](F)CC)c2c(c1CC(=O)O)C(=O)N([C@@H](Cl)[C@@H](C)Cl)C2=O.O=[N+]([O-])c1ccccc1.O=[N+]([O-])c1ccccc1.O=[N+]([O-])c1ccccc1

---

Entry 3:
Computed, not measured: a molecular structure, C36H35Cl2IN7OSTl, with ωB97M-V/def2-TZVPD.

The geometry in XYZ format:
```
84
Properties=species:S:1:pos:R:3:mulliken_charge:R:1
Tl -0.3799 -1.5703 -1.7953 0.83
Cl -1.4028 -6.3891 0.2383 -0.20
C -2.6560 -5.3285 -0.2818 0.69
C -3.8534 -5.8825 -0.7784 -0.40
C -4.8642 -5.0653 -1.1779 0.65
Cl -6.3179 -5.7757 -1.8061 -0.25
C -4.7482 -3.6545 -1.1004 -0.23
C -5.7733 -2.7429 -1.4363 -0.78
C -5.5390 -1.4049 -1.3247 -1.30
C -4.2605 -0.9647 -0.9216 0.08
N -3.2913 -1.7789 -0.6059 0.27
C -3.5250 -3.1112 -0.6449 0.41
C -2.4809 -3.9738 -0.2193 -0.68
O -1.2792 -3.4828 0.2099 -0.08
H -3.9601 -6.9569 -0.8301 0.47
H -6.7283 -3.1205 -1.7761 0.41
H -6.3139 -0.6822 -1.5441 0.47
H -4.0216 0.0954 -0.8749 0.36
C 4.0679 1.3837 -2.2010 -1.21
C 4.5832 2.0021 -0.9276 1.66
C 5.9163 2.3945 -0.8290 -0.80
C 6.4118 3.0212 0.3051 -0.65
C 5.5649 3.2834 1.3714 -0.71
C 4.2396 2.8861 1.3049 -0.80
C 3.7476 2.2384 0.1749 -0.33
N 2.3793 1.8603 0.1461 0.81
C 1.9046 0.5719 -0.0637 -0.34
N 2.8345 -0.3984 0.0515 0.41
C 2.7338 -1.8281 -0.0575 0.63
C 1.6458 -2.4630 -0.6595 -0.85
C 1.7285 -3.8614 -0.6972 -0.16
C 2.7970 -4.5789 -0.1790 -1.18
C 3.8521 -3.8972 0.4097 -0.76
C 3.8408 -2.5115 0.4792 1.02
C 4.9959 -1.7804 1.1236 -1.50
N 0.6587 0.3396 -0.3330 -0.18
C -0.2508 1.4289 -0.2593 -0.68
C -0.2681 2.5205 -1.3683 -0.03
C 0.0476 3.9014 -0.9009 -0.95
C -0.3525 4.3197 0.2971 -0.72
C -1.1093 3.4178 1.2159 -0.40
C -0.7112 1.9237 1.1563 1.65
C -0.0984 1.3059 2.3835 -1.68
H 4.6700 1.7119 -3.0477 0.55
H 3.0295 1.6680 -2.3782 0.01
H 4.1018 0.2926 -2.1640 0.25
H 6.5723 2.2194 -1.6747 0.44
H 7.4530 3.3169 0.3498 0.41
H 5.9355 3.7863 2.2565 0.40
H 3.5685 3.0739 2.1356 0.48
H 1.7026 2.5624 0.4006 -0.23
H 3.7327 -0.0659 0.3588 -0.21
H 0.9181 -4.4236 -1.1567 0.28
H 2.8134 -5.6629 -0.2341 0.38
H 4.6951 -4.4416 0.8216 0.32
H 5.7330 -2.4931 1.4908 0.38
H 4.6704 -1.1754 1.9761 0.33
H 5.5123 -1.1181 0.4182 0.30
H 0.3269 2.2323 -2.2353 0.50
H 0.5881 4.5648 -1.5680 0.55
H -0.1623 5.3390 0.6170 0.47
H -1.1145 3.8120 2.2329 0.55
H -0.8253 1.3304 3.1982 0.54
H 0.7944 1.8531 2.6964 0.22
H 0.1756 0.2668 2.1944 0.09
C -4.9064 2.3492 1.5289 -1.25
C -3.6843 3.2414 1.7367 -0.72
C -2.5476 2.9366 0.7729 0.67
N -2.1173 1.4993 0.8004 -0.48
N -1.6800 1.0522 -0.5443 0.28
C -1.8017 2.1544 -1.5650 0.03
N -2.2435 1.7041 -2.8512 -0.38
S -2.9839 3.3668 -0.9277 -0.32
H -5.6787 2.5868 2.2623 0.51
H -4.6264 1.3015 1.6473 0.25
H -5.3248 2.4851 0.5312 0.29
H -3.3021 3.1049 2.7518 0.34
H -3.9560 4.2953 1.6244 0.35
H -1.4901 1.3902 -3.4459 0.28
H -2.8168 2.3760 -3.3395 0.26
I -2.1226 -3.4911 3.0901 -0.05
C -1.2800 -2.6011 1.3078 -0.84
H -1.8546 -1.6985 1.1323 0.26
H -0.2384 -2.3932 1.5258 0.54
```

Properties
orbital gap: 6.703 eV
LUMO level: -0.04 eV
energy relative to the best compared isomer or geometry (same formula, charge and spin): 3.363 eV
multiplicity: 1

---

| no. | calculated total energy (eV) |
| --- | --- |
| 1 | -186516.4557 |
| 2 | -92090.7215 |
| 3 | -99050.2815 |